[1]
This record from OMol25 describes a cluster of 2 separate species, C4H4F2 in total in a non-equilibrium geometry. The level of theory is ωB97M-V with the def2-TZVPD basis set.

Values from the calculation:
Relative energy (zero: lowest compared OMol25 entry of this formula, charge and spin) = 73.1 kcal per mole
HOMO-LUMO gap = 10.53 eV
Total charge = 0
Molar mass = 90.07 g/mol
F_max = 5.12 eV/A
E = -9643.2833 eV

Structure (XYZ):
```
10
Properties=species:S:1:pos:R:3:forces:R:3:nbo_charge:R:1
C -2.49669 0.77403 0.06960 -1.94 -0.43 -0.03 -0.369
C -1.36170 0.69378 0.43517 4.98 -1.18 -0.08 -0.168
C 1.02459 -0.83219 -0.46265 2.45 1.61 -1.79 -0.718
C 0.70763 0.35420 0.39959 -4.39 1.38 0.78 0.886
F 1.05276 1.56599 0.01279 0.64 -0.43 -0.37 -0.306
F 1.05391 0.21066 1.68679 -0.08 -0.18 -0.99 -0.316
H -3.56407 0.65678 -0.07327 0.67 0.40 -0.05 0.236
H 0.36566 -1.11759 -1.26886 -0.60 0.50 0.16 0.266
H 1.15126 -1.62589 0.19062 0.10 -1.70 1.19 0.245
H 2.06664 -0.67976 -0.98978 -1.82 0.03 1.18 0.244
```
Positions in Å, forces in eV/Å.

[2]
This record from OMol25 describes an isolated molecule of C4H4F2N2 in a non-equilibrium geometry. The level of theory is ωB97M-V with the def2-TZVPD basis set.

Values from the calculation:
Relative energy (zero: lowest compared OMol25 entry of this formula, charge and spin) = 30.4 kcal per mole
SMILES = N#C[C@@]1(C(F)F)CN1
HOMO-LUMO gap = 11.77 eV
Total charge = 0
Molar mass = 118.09 g/mol
F_max = 1.85 eV/A
E = -12626.3983 eV

Structure (XYZ):
```
12
Properties=species:S:1:pos:R:3:forces:R:3:nbo_charge:R:1
C 1.27155 0.38006 0.30907 -0.55 0.61 0.27 0.570
C -0.01043 -0.05491 -0.30370 -1.13 -0.40 -1.41 -0.108
C -1.26362 -0.03613 0.49644 0.68 -0.37 -0.23 -0.213
C -0.16613 0.17138 -1.76245 0.04 0.22 0.38 0.272
H 2.14107 -0.03531 -0.14209 0.83 -0.27 -0.44 0.150
H -2.12382 0.25422 -0.03332 -1.07 0.21 -0.43 0.216
H -1.23091 0.19188 1.53348 0.19 0.42 0.61 0.219
H -0.13098 -1.66370 0.86185 -0.38 -0.22 -0.10 0.361
N -0.68832 -1.30588 0.08139 0.81 -0.11 0.41 -0.516
N -0.38832 0.31624 -2.88352 0.25 -0.05 0.59 -0.286
F 1.27317 0.04650 1.62262 0.05 -0.10 0.30 -0.337
F 1.31674 1.73563 0.22023 0.29 0.05 0.06 -0.328
```
Positions in Å, forces in eV/Å.

[3]
This record from OMol25 describes a cluster of 2 separate species, C4H4F2O2 in total in a non-equilibrium geometry. The level of theory is ωB97M-V with the def2-TZVPD basis set.

Values from the calculation:
Relative energy (zero: lowest compared OMol25 entry of this formula, charge and spin) = 75.4 kcal per mole
SMILES = O=C=C(F)F.CC=O
HOMO-LUMO gap = 9.10 eV
Total charge = 0
Molar mass = 122.07 g/mol
F_max = 2.57 eV/A
E = -13739.2374 eV

Structure (XYZ):
```
12
Properties=species:S:1:pos:R:3:forces:R:3:nbo_charge:R:1
C 2.19839 -1.05637 -0.13032 -0.09 -1.72 0.68 0.568
C -1.64925 -0.65575 0.56079 -0.97 -0.82 -2.23 0.441
C 2.47206 0.22480 -0.32897 -0.86 1.03 -0.40 0.417
C -1.49076 0.69746 -0.08462 -0.36 0.40 -2.25 -0.747
O 2.16949 -2.19827 0.10744 0.18 1.12 -0.37 -0.373
O -1.09957 -1.70736 0.29590 0.01 1.44 0.51 -0.511
F 2.24480 1.11755 0.65691 0.32 -0.34 -0.30 -0.305
F 2.23292 0.76033 -1.54609 0.38 -0.14 0.41 -0.307
H -2.55730 -0.62618 1.16758 0.02 -0.32 1.00 0.102
H -2.41974 1.25503 -0.32724 -0.32 -1.10 0.49 0.240
H -0.95812 0.87974 -1.05372 0.38 -0.89 1.15 0.238
H -1.14292 1.30903 0.68235 1.30 1.34 1.32 0.238
```
Positions in Å, forces in eV/Å.

[4]
This record from OMol25 describes an isolated molecule of C4H4F2S2 in a non-equilibrium geometry. The level of theory is ωB97M-V with the def2-TZVPD basis set.

Values from the calculation:
Relative energy (zero: lowest compared OMol25 entry of this formula, charge and spin) = 37.6 kcal per mole
SMILES = C=C(C(=S)S)C(F)F
HOMO-LUMO gap = 7.83 eV
Total charge = 0
Molar mass = 154.21 g/mol
F_max = 4.63 eV/A
E = -31315.8483 eV

Structure (XYZ):
```
12
Properties=species:S:1:pos:R:3:forces:R:3:nbo_charge:R:1
C 1.20286 -0.60341 -0.06412 0.08 0.51 1.73 -0.340
C 0.10692 0.38203 -0.21322 -0.54 1.40 -1.59 -0.195
C 0.23322 1.62272 -0.77193 0.78 -1.17 1.74 -0.282
C -1.30344 0.01864 0.26594 -1.85 1.71 -0.41 0.543
H 1.34072 -2.99519 0.73290 -1.53 1.94 -2.31 0.174
H -0.71603 2.19929 -0.74811 1.21 0.11 -0.49 0.213
H 1.29840 2.02222 -0.92707 -2.03 -0.44 -0.22 0.246
H -2.01733 0.87338 -0.02672 1.07 -1.23 0.40 0.143
F -1.92172 -1.12711 -0.22283 0.43 1.04 0.28 -0.345
F -1.33677 -0.05224 1.63289 0.23 -0.36 -0.43 -0.340
S 0.44872 -2.14047 -0.22816 2.74 -3.17 1.97 0.139
S 2.66444 -0.19986 0.57042 -0.58 -0.35 -0.67 0.042
```
Positions in Å, forces in eV/Å.

[5]
This record from OMol25 describes the ion C4H4F3N2O2 with charge +1 in a non-equilibrium geometry. The level of theory is ωB97M-V with the def2-TZVPD basis set.

Values from the calculation:
Relative energy (zero: lowest compared OMol25 entry of this formula, charge and spin) = 95.6 kcal per mole
SMILES = C[n+]1[nH]oc(=O)c1C(F)(F)F
HOMO-LUMO gap (alpha / beta) = 7.66 / 8.02 eV
Total charge = +1
Molar mass = 169.08 g/mol
F_max = 10.27 eV/A
E = -19427.6922 eV

Structure (XYZ):
```
15
Properties=species:S:1:pos:R:3:forces:R:3:nbo_charge:R:1
C -2.42212 -0.29680 -0.12400 6.03 -2.01 0.52 -0.042
C -2.93382 -1.65697 -0.10124 -0.06 1.87 0.95 0.663
C 0.17015 0.51939 0.23637 -0.01 1.82 -1.69 -0.458
C -2.94442 1.06131 -0.03350 0.86 1.25 -0.25 0.938
N -0.74362 -1.75004 0.06294 7.15 -0.27 1.51 0.080
N -0.81743 -0.46162 0.03754 -10.06 -2.06 -0.26 0.018
O -3.96719 -2.14607 0.11584 -1.12 -0.35 -0.52 -0.424
O -1.75927 -2.48688 -0.16701 -0.50 -0.12 0.07 -0.204
F -4.18965 1.05309 0.32315 -0.76 0.16 0.00 -0.248
F -2.21703 1.77129 0.89584 -0.61 -0.33 -0.83 -0.319
F -2.77424 1.65643 -1.23972 -0.25 0.18 0.79 -0.294
H 1.06566 0.12394 -0.15470 1.45 -0.39 0.06 0.254
H 0.20857 1.01260 1.19239 -0.08 -0.45 0.61 0.293
H -0.14218 1.29306 -0.49862 0.40 -0.17 0.51 0.286
H 0.16644 -2.21333 0.51086 -2.45 0.86 -1.46 0.459
```
Positions in Å, forces in eV/Å.

[6]
This record from OMol25 describes a cluster of 2 separate species, C4H4F3NSi in total in a non-equilibrium geometry. The level of theory is ωB97M-V with the def2-TZVPD basis set.

Values from the calculation:
Relative energy (zero: lowest compared OMol25 entry of this formula, charge and spin) = 1.8 kcal per mole
HOMO-LUMO gap (alpha / beta) = 7.55 / 7.29 eV
Total charge = 0
Molar mass = 151.16 g/mol
F_max = 2.90 eV/A
E = -21734.0270 eV

Structure (XYZ):
```
13
Properties=species:S:1:pos:R:3:forces:R:3:nbo_charge:R:1
C 2.25854 -0.65944 0.09130 2.31 -0.85 0.09 -0.283
C 0.96404 -1.22105 -0.09262 -0.20 2.69 0.43 -0.414
C 2.20498 0.72056 0.02794 -0.60 -0.81 0.43 -0.095
C 0.19885 -0.10311 -0.14835 -2.83 0.57 -0.30 0.159
N 0.88350 1.06451 -0.08272 -0.98 0.39 -0.62 -0.597
F -3.52525 -0.11767 -1.39086 0.33 -0.59 -0.03 -0.666
F -3.70935 -1.11092 0.98197 0.39 0.01 -0.08 -0.657
F -3.42755 1.37994 0.48776 0.37 0.18 0.62 -0.667
Si -2.92276 -0.06661 0.08174 0.86 0.47 -0.79 2.098
H 3.16592 -1.29082 0.28531 -0.96 0.97 -0.30 0.232
H 0.51927 -2.15484 -0.05542 0.00 -1.81 0.07 0.241
H 2.82301 1.56182 0.20985 1.19 -0.01 -0.05 0.218
H 0.56680 1.99762 -0.39589 0.11 -1.21 0.55 0.431
```
Positions in Å, forces in eV/Å.

[7]
This record from OMol25 describes an isolated molecule of C4H4FN in a non-equilibrium geometry. The level of theory is ωB97M-V with the def2-TZVPD basis set.

Values from the calculation:
Relative energy (zero: lowest compared OMol25 entry of this formula, charge and spin) = 36.0 kcal per mole
SMILES = N#C[C@H]1C[C@H]1F
HOMO-LUMO gap = 11.77 eV
Total charge = 0
Molar mass = 85.08 g/mol
F_max = 5.32 eV/A
E = -8418.2360 eV

Structure (XYZ):
```
10
Properties=species:S:1:pos:R:3:forces:R:3:nbo_charge:R:1
C 0.60262 0.21484 -1.00206 0.98 2.03 1.78 0.203
C -0.70051 0.97501 -1.01145 0.76 -1.95 -1.76 -0.416
C -0.56064 -0.47679 -0.47241 -1.84 -3.39 -3.66 -0.380
C -0.55943 -0.86963 0.89173 -0.23 1.51 1.51 0.275
H 1.14933 -0.01660 -1.91087 -0.12 -0.13 0.27 0.204
H -1.02195 1.16406 -2.07864 -0.39 -0.32 1.77 0.242
H -0.89882 1.61282 -0.20495 -0.01 1.37 0.52 0.249
H -0.96512 -1.34494 -1.14795 0.68 1.79 1.21 0.255
N -0.53413 -0.87116 2.04497 -0.06 -0.65 -0.52 -0.282
F 1.42036 0.62469 0.06587 0.23 -0.26 -1.11 -0.351
```
Positions in Å, forces in eV/Å.

[8]
This record from OMol25 describes an isolated molecule of C4H4FNO in a non-equilibrium geometry. The level of theory is ωB97M-V with the def2-TZVPD basis set.

Values from the calculation:
Relative energy (zero: lowest compared OMol25 entry of this formula, charge and spin) = 45.5 kcal per mole
SMILES = N#CC1(F)COC1
HOMO-LUMO gap = 11.44 eV
Total charge = 0
Molar mass = 101.08 g/mol
F_max = 3.90 eV/A
E = -10465.5810 eV

Structure (XYZ):
```
11
Properties=species:S:1:pos:R:3:forces:R:3:nbo_charge:R:1
C -0.08814 0.34749 0.01560 -0.37 -1.68 -0.79 0.233
C 0.93850 -0.16119 1.06210 1.20 0.71 -0.40 -0.088
C 0.89804 -0.27252 -1.04154 -0.84 -0.58 0.05 -0.073
C -1.40925 -0.34585 -0.01517 -3.34 -0.37 0.85 0.224
H 1.57087 0.69780 1.35045 -0.56 -0.11 0.33 0.197
H 0.73060 -0.78931 1.96099 -0.29 0.35 -1.02 0.215
H 1.37713 0.52105 -1.62014 0.13 -0.14 -0.06 0.192
H 0.57047 -1.15576 -1.65974 -0.19 1.37 0.20 0.204
N -2.50781 -0.77491 0.05564 3.70 1.18 -0.40 -0.271
O 1.67394 -0.81728 -0.00110 0.72 -0.65 1.11 -0.523
F -0.23564 1.69792 -0.05980 -0.17 -0.05 0.14 -0.311
```
Positions in Å, forces in eV/Å.

What is the total charge in the sixth record?
0

Look up the total charge of the second one.
0

What is the relative energy (zero: lowest compared OMol25 entry of this formula, charge and spin) in the seventh record?
36.0 kcal per mole

molar mass of number 8 (C4H4FNO)?
101.08 g/mol